Record 1
{"formula": "C16H33FNO4S", "method": "ωB97M-V/def2-TZVPD", "elements": ["S", "F", "O", "O", "O", "O", "N", "C", "C", "C", "C", "C", "C", "C", "C", "C", "C", "C", "C", "C", "C", "C", "C", "H", "H", "H", "H", "H", "H", "H", "H", "H", "H", "H", "H", "H", "H", "H", "H", "H", "H", "H", "H", "H", "H", "H", "H", "H", "H", "H", "H", "H", "H", "H", "H", "H"], "coordinates": [[-1.46367, -0.88249, -3.38282], [-6.79393, -0.03104, -4.28389], [-2.70824, -1.66501, -2.61898], [-0.27652, -1.04219, -2.51779], [-1.52651, -1.72697, -4.78706], [-1.81593, 0.55118, -3.46186], [2.09537, 1.53592, 2.58839], [2.62624, 0.31569, 3.32405], [-4.24642, -3.40773, -3.09423], [0.73033, 1.94201, 3.16158], [4.83784, -0.10420, 1.94339], [0.68094, 3.46646, 3.18248], [4.13729, 0.07176, 3.28626], [2.05751, 3.95030, 2.75244], [1.45346, -1.85560, 0.68719], [0.83984, 0.63238, 0.47383], [0.43813, -0.75574, 0.97116], [2.04338, 1.35599, 1.07597], [-3.61626, -2.07783, -3.69518], [-6.06436, -1.23632, -4.21556], [-2.85230, -2.29589, -5.07597], [-4.63237, -0.84777, -3.72387], [2.95978, 2.74947, 2.93831], [2.04016, 4.26794, 1.70797], [-0.09522, 3.85358, 2.52155], [-3.19176, -1.64933, -5.92383], [-3.45212, -3.92949, -2.51823], [-6.07615, -1.72541, -5.21975], [2.37434, -1.73115, 1.25790], [-4.20742, -0.07730, -4.42135], [4.96039, 0.84742, 1.42342], [2.06725, 2.35731, 0.64242], [5.84134, -0.50119, 2.10413], [-4.67358, -0.39138, -2.70402], [4.65373, 0.85349, 3.84867], [3.84045, 2.76214, 2.29790], [-0.03440, 1.28712, 0.53630], [1.71665, -1.88214, -0.37220], [-2.81765, -3.38739, -5.31769], [0.66733, 1.55638, 4.17839], [2.36291, 0.45581, 4.37462], [0.43936, 3.81570, 4.18745], [3.25106, 2.65217, 3.98541], [2.96346, 0.87185, 0.76519], [4.30284, -0.84657, 3.85863], [4.31767, -0.80806, 1.29422], [-5.07695, -3.07866, -2.42614], [2.39579, 4.80475, 3.33799], [-0.07460, 1.49667, 2.58566], [-0.48716, -1.02822, 0.45639], [-4.66402, -4.05205, -3.90494], [1.03586, -2.82684, 0.95421], [2.06904, -0.55164, 2.98138], [1.03748, 0.55047, -0.60107], [0.18434, -0.73611, 2.03592], [-6.57401, -1.87232, -3.45435]], "atomic_forces_ev_per_a": [[0.24, 2.52, 3.53], [0.29, -0.77, -0.17], [2.24, 0.14, -2.67], [-1.89, -1.08, -2.57], [0.73, 0.45, 1.39], [0.19, -3.12, -1.30], [-0.05, 0.33, 0.58], [0.15, -0.18, 0.13], [-0.07, 1.12, -0.67], [-0.01, -0.15, 0.08], [0.10, 0.04, -0.04], [-0.46, 0.27, 0.02], [0.18, 0.00, -0.09], [0.13, 0.22, -0.32], [0.02, -0.02, 0.03], [-0.46, 0.09, 0.06], [0.03, -0.15, -0.06], [-0.01, -0.07, -0.35], [-2.46, -0.04, 1.06], [0.46, 0.54, 0.65], [0.10, 1.02, 1.36], [-0.08, -0.64, -1.07], [-0.09, -0.09, -0.21], [0.07, -0.01, 0.07], [0.04, -0.06, 0.04], [-0.33, -0.89, 0.82], [-0.65, 0.21, -0.48], [-0.01, 0.41, 0.73], [0.05, -0.04, -0.02], [-0.47, -0.57, 0.66], [-0.01, -0.08, -0.10], [-0.01, -0.01, 0.15], [-0.06, 0.04, 0.03], [-0.08, -0.54, -0.86], [-0.08, -0.02, 0.03], [0.01, -0.14, 0.12], [0.03, 0.01, -0.02], [-0.05, 0.01, 0.03], [0.52, 1.08, 0.08], [0.15, -0.13, -0.14], [-0.06, 0.12, -0.12], [0.01, -0.08, -0.06], [0.00, -0.14, -0.10], [0.05, -0.05, 0.29], [-0.23, 0.09, 0.07], [0.01, 0.04, -0.05], [0.73, -0.59, -0.31], [0.08, -0.11, -0.03], [0.20, -0.10, -0.04], [0.03, 0.15, 0.01], [0.31, 0.42, 0.68], [0.06, 0.00, -0.03], [0.01, 0.09, -0.19], [0.12, 0.09, 0.09], [-0.01, -0.01, 0.01], [0.29, 0.35, -0.74]], "total_energy_ev": -40352.358, "orbital_gap_ev": 10.8, "charge": 1, "lumo_ha": -0.0769}



Record 2
{"formula": "C4H7NO", "method": "ωB97M-V/def2-TZVPD", "elements": ["O", "N", "C", "C", "C", "C", "H", "H", "H", "H", "H", "H", "H"], "coordinates": [[0.08177, -1.70185, 0.81597], [-1.29035, 2.10791, -0.77348], [-1.18383, 0.06799, -0.10274], [-1.24009, 1.07159, -1.31219], [1.35391, 0.23061, 0.04476], [0.13830, -0.67226, -0.15044], [1.43768, 0.98310, -0.74537], [-1.29267, 0.56061, 0.88095], [0.20092, -1.16252, -1.12554], [1.29952, 0.76815, 1.00244], [0.28349, -1.30798, 1.67487], [2.26114, -0.38117, 0.04215], [-2.04979, -0.56418, -0.25139]], "atomic_forces_ev_per_a": [[0.19, -0.09, 0.31], [-0.09, 0.90, -1.58], [-0.07, -0.68, 0.01], [0.00, 0.88, 2.02], [-0.03, -0.03, 0.01], [0.04, -0.07, -0.27], [-0.06, -0.15, 0.10], [0.03, -0.03, -0.57], [0.10, -0.09, 0.08], [-0.06, -0.12, -0.13], [-0.02, -0.15, -0.06], [-0.14, 0.09, 0.00], [0.12, -0.46, 0.09]], "total_energy_ev": -7796.721, "orbital_gap_ev": 10.8, "smiles": "C[C@@H](O)CC#N", "charge": 0, "lumo_ha": 0.0011}



Record 3
{"formula": "C12H30F3NaO6S4", "method": "ωB97M-V/def2-TZVPD", "elements": ["S", "S", "S", "S", "Na", "F", "F", "F", "O", "O", "O", "O", "O", "O", "C", "C", "C", "C", "C", "C", "C", "C", "C", "C", "C", "C", "H", "H", "H", "H", "H", "H", "H", "H", "H", "H", "H", "H", "H", "H", "H", "H", "H", "H", "H", "H", "H", "H", "H", "H", "H", "H", "H", "H", "H", "H"], "coordinates": [[-22.73717, 25.28367, 9.99346], [-21.37453, 24.27896, -0.05650], [-26.27350, 30.08637, 1.79765], [-23.11935, 32.00458, 8.32835], [-21.22036, 28.51141, 3.83782], [-13.76025, 27.67731, 3.93126], [-13.42309, 28.68940, 2.19097], [-14.29957, 26.79061, 2.15532], [-24.87921, 30.46959, 2.25215], [-16.30485, 28.82051, 1.63444], [-22.30781, 23.91241, 10.57021], [-22.06628, 25.48834, 0.58393], [-16.84501, 28.22274, 3.63884], [-22.88601, 31.14285, 7.10565], [-15.72126, 28.67639, 2.86678], [-19.64077, 24.37028, 0.60004], [-24.84668, 31.77459, 8.91064], [-21.35286, 26.38838, 10.50304], [-23.21185, 33.63180, 7.47532], [-14.34715, 27.98637, 2.76751], [-20.83298, 24.57285, -1.85124], [-22.16106, 25.27866, 8.18890], [-16.19554, 29.96334, 0.74623], [-27.27976, 31.55448, 1.42695], [-15.50529, 29.66870, -0.52902], [-27.32767, 29.63721, 3.22689], [-14.42992, 29.52060, -0.43029], [-24.79707, 30.88669, 9.54094], [-19.91427, 24.01582, -2.03505], [-25.64551, 31.74563, 8.16961], [-27.05628, 30.10351, 4.17400], [-28.34053, 31.56132, 1.17632], [-19.32786, 24.10359, 1.60952], [-21.09164, 25.18358, 8.00076], [-28.40850, 29.69218, 3.09701], [-27.04215, 28.59088, 3.33541], [-25.14838, 32.54513, 9.62011], [-22.52600, 26.22312, 7.78528], [-21.33608, 26.49566, 11.58761], [-22.71884, 24.49643, 7.67401], [-27.15143, 32.18005, 2.31029], [-26.77296, 32.33269, 0.85629], [-20.46262, 25.58064, -2.03906], [-23.59117, 34.41994, 8.12575], [-15.76161, 30.36965, -1.32343], [-21.73321, 24.50699, -2.46227], [-20.38488, 26.03717, 10.14557], [-15.46614, 29.70497, 3.12179], [-22.25072, 33.89150, 7.03160], [-15.73601, 30.85276, 1.17736], [-17.20366, 30.20626, 0.41041], [-15.85469, 28.76154, -1.02207], [-18.91642, 23.86519, -0.03894], [-21.58302, 27.39585, 10.15644], [-24.01300, 33.47532, 6.75299], [-19.38647, 25.42764, 0.52631]], "atomic_forces_ev_per_a": [[3.27, -2.44, -0.05], [0.79, 1.14, 0.79], [-0.28, 0.06, -0.32], [0.09, 0.36, -1.56], [0.40, 0.06, -0.16], [-0.53, 0.37, 2.07], [1.06, 2.44, -2.01], [-1.10, -0.69, -1.21], [-1.76, 0.08, -0.02], [-0.10, 0.52, -4.46], [-1.21, 2.27, -0.95], [0.86, -1.31, -1.20], [3.54, -0.06, -0.32], [-0.29, -0.19, 1.03], [-4.03, 0.91, 2.49], [0.74, 0.69, -0.67], [0.13, 0.37, 0.46], [-0.75, 0.55, 0.27], [-1.25, -0.16, 0.84], [-0.33, -2.73, 1.35], [-0.06, 1.31, 1.18], [-1.17, 0.30, 0.47], [-0.41, -0.82, 0.71], [1.22, 2.51, 0.98], [0.86, -1.14, -1.50], [0.89, -1.05, 0.41], [0.09, 0.34, -0.04], [-0.11, -0.30, -0.43], [-0.75, -0.90, -0.29], [0.44, -0.31, -0.36], [0.22, 0.50, -0.29], [0.23, -0.93, -0.07], [-1.17, -0.39, 0.21], [-0.06, -0.13, 0.56], [0.19, 0.18, -0.52], [-0.32, -0.19, 0.25], [0.44, 0.42, -0.02], [0.09, 0.18, -0.05], [-0.12, -0.48, 0.03], [0.10, -0.14, 0.21], [-0.59, -0.38, 0.98], [0.31, -0.85, -1.35], [-0.24, 0.46, 0.66], [0.37, 0.06, 0.27], [0.39, 0.74, 0.28], [0.37, -0.82, -0.14], [-0.27, -0.14, -0.07], [0.67, 0.48, 0.85], [-0.16, -0.30, 0.11], [-0.06, -0.06, 0.61], [-0.43, 0.17, 0.67], [-0.24, -0.49, 0.53], [-0.32, -0.24, -0.26], [0.14, 0.03, -0.41], [0.38, -0.04, -0.42], [-0.14, 0.18, -0.12]], "total_energy_ev": -81116.345, "orbital_gap_ev": 3.9, "charge": 0, "lumo_ha": -0.0700}



Record 4
{"formula": "C4H9N2OS", "method": "ωB97M-V/def2-TZVPD", "elements": ["S", "O", "N", "N", "C", "C", "C", "C", "H", "H", "H", "H", "H", "H", "H", "H", "H"], "coordinates": [[-2.84715, -0.61048, 0.53608], [-0.88648, -0.77596, -1.28847], [-0.14872, -0.42065, 0.83518], [0.50199, -1.05579, -1.23684], [0.82318, -0.92792, 0.06221], [-1.20638, -0.25646, -0.03159], [-0.78822, 2.71846, -0.13813], [2.23008, -1.31161, 0.55947], [2.13324, -0.86016, 1.56081], [-0.73010, 3.09643, -1.15201], [0.79669, -1.72749, -1.95135], [-1.74796, 2.42095, 0.17387], [2.32994, -2.32173, 0.42337], [2.96231, -0.82034, -0.15370], [-3.54950, 0.10805, -0.36346], [0.00438, -0.22398, 1.78507], [0.12269, 2.96865, 0.37949]], "atomic_forces_ev_per_a": [[0.36, 0.06, 0.09], [0.15, 0.11, 0.23], [1.98, -1.92, -4.35], [-1.38, 0.75, 1.86], [2.72, -1.12, -0.05], [-3.08, 0.89, -0.29], [1.03, 0.51, -1.66], [-1.97, 4.27, -1.12], [1.46, -0.83, -0.13], [-0.21, -0.20, -0.13], [0.14, 0.23, 0.58], [-0.62, -0.13, 0.98], [0.37, -2.66, 0.50], [-0.65, -0.25, 1.29], [0.38, 0.06, 0.02], [-0.38, 0.55, 1.33], [-0.31, -0.32, 0.85]], "total_energy_ev": -20144.252, "orbital_gap_ev": [7.7, 7.8], "charge": 1, "lumo_ha": [-0.1625, -0.1446]}



Record 5
{"formula": "C4H12O3", "method": "ωB97M-V/def2-TZVPD", "elements": ["O", "O", "O", "C", "C", "C", "C", "H", "H", "H", "H", "H", "H", "H", "H", "H", "H", "H", "H"], "coordinates": [[-0.69618, -2.63818, 1.07619], [-2.57451, -0.63029, -0.31476], [0.13802, -1.57808, -1.55541], [1.71501, 1.79576, 0.33568], [2.83044, 1.13067, 0.07600], [-0.72070, 1.84637, 0.66884], [0.39760, 1.14709, 0.48795], [-1.67980, 1.40540, 0.44866], [0.27579, 0.17908, 0.02273], [0.15496, -2.28151, -0.89118], [-1.09436, -1.87712, 0.63040], [0.16455, -2.05743, -2.39623], [1.65168, 2.87602, 0.27680], [-0.73234, 2.88938, 0.95835], [2.84475, 0.04692, 0.13794], [3.75744, 1.62367, -0.19215], [-3.45574, -0.69674, -0.69247], [-1.95746, -0.60857, -1.05999], [-1.01916, -2.57245, 1.98265]], "atomic_forces_ev_per_a": [[0.02, 0.13, -0.04], [0.17, -0.01, -0.03], [-0.16, -0.36, -0.27], [-0.59, -0.25, 0.07], [0.27, -0.11, 0.10], [-0.09, 0.04, 0.07], [-0.17, 0.77, -1.11], [-0.12, -0.15, 0.32], [0.30, -0.42, 0.45], [0.10, 0.03, 0.09], [-0.33, -0.04, 0.20], [0.01, 0.24, 0.19], [0.32, 0.10, 0.16], [0.20, 0.09, 0.04], [-0.01, 0.05, -0.16], [-0.05, 0.02, 0.14], [0.03, -0.06, -0.03], [-0.03, -0.05, -0.03], [0.12, -0.04, -0.15]], "total_energy_ev": -10483.821, "orbital_gap_ev": 9.2, "smiles": "C=CC=C.O.O.O", "charge": 0, "lumo_ha": 0.0193}



Record 6
{"formula": "C4H5NO2S", "method": "ωB97M-V/def2-TZVPD", "elements": ["S", "O", "O", "N", "C", "C", "C", "C", "H", "H", "H", "H", "H"], "coordinates": [[-1.43906, -1.92443, 1.18271], [-0.45734, 2.40637, 0.96962], [-0.81672, -1.21731, -2.02864], [-0.12470, -0.79376, -0.92832], [0.66767, 0.42552, -0.80690], [0.49673, 0.22083, 0.70866], [-0.20767, 1.33110, 1.45444], [-0.44467, -0.94796, 0.36743], [-0.44731, -2.08550, -2.25356], [-0.48149, 1.07878, 2.48822], [1.68878, 0.35313, -1.24497], [0.17230, 1.29802, -1.17791], [1.39348, -0.14478, 1.26922]], "atomic_forces_ev_per_a": [[-0.09, -0.08, 0.08], [0.07, -0.43, 0.20], [0.02, -0.20, -0.09], [0.03, -0.01, -0.14], [1.04, -0.52, -0.30], [0.71, -0.20, 0.54], [0.13, 0.28, -0.24], [-0.04, 0.06, 0.00], [-0.08, 0.12, 0.01], [-0.10, 0.02, 0.12], [-0.66, -0.02, 0.42], [-0.37, 0.55, -0.18], [-0.68, 0.43, -0.42]], "total_energy_ev": -20646.530, "orbital_gap_ev": 9.1, "smiles": "O=C[C@@H]1CN(O)C1=S", "charge": 0, "lumo_ha": 0.0109}